w.
Below is a molecular structure, C2H4NO2P, with properties calculated with wB97M-V/def2-TZVPD.

Cartesian coordinates (Å):
P1 0.399 -1.086 0.609
O1 0.841 -2.392 0.088
O2 0.410 -0.711 2.042
N1 -0.344 0.960 -0.018
C1 1.056 0.583 -0.441
C2 -1.290 -0.301 -0.116
H1 -1.393 -0.452 -1.222
H2 1.123 0.407 -1.502
H3 -0.352 1.007 0.983
H4 -0.449 1.985 -0.423

Summary:
Lowest unoccupied orbital energy (spin up / spin down) (eV): -2.492 / -2.235
HOMO-LUMO gap (spin up / spin down) (Ha): 0.2825 / 0.2943
Net charge: 0
2S+1: 1


x.
Below is C2H4NO2P in the gas phase, with properties calculated with wB97M-V/def2-TZVPD.

Cartesian coordinates (Å):
P1 -1.622 0.512 1.019
O1 -1.061 1.040 -0.432
O2 -0.219 0.343 1.829
N1 -0.452 -0.875 1.066
C1 0.378 -0.822 -0.048
C2 0.252 0.549 -0.696
H1 0.280 0.462 -1.806
H2 0.844 1.304 -0.279
H3 1.389 -1.052 0.196
H4 0.212 -1.460 -0.849

Summary:
Lowest unoccupied orbital energy (eV): 0.625
HOMO-LUMO gap (Ha): 0.3725
Net charge: 0
2S+1: 1
SMILES: C1Cn2op2O1


y.
Below is a molecular structure, C2H4NO2P, with properties calculated with wB97M-V/def2-TZVPD.

Cartesian coordinates (Å):
P1 2.471 -0.017 0.072
O1 3.470 1.038 -0.001
O2 2.767 -1.451 -0.095
N1 0.177 -0.671 0.141
C1 0.735 0.372 -0.812
C2 0.833 0.422 0.663
H1 0.452 1.105 1.375
H2 -0.848 -0.632 0.036
H3 0.676 -1.602 0.090
H4 -0.697 1.748 -1.454

Summary:
Lowest unoccupied orbital energy (spin up / spin down) (eV): -1.682 / -1.188
HOMO-LUMO gap (spin up / spin down) (Ha): 0.3039 / 0.3061
Net charge: 0
2S+1: 1


Relative energies, eV: w 3.776; x 0.000; y 4.209.


w.
Below is 2 unconnected molecules or ions with the total composition C3H10NOP, with properties calculated with wB97M-V/def2-TZVPD.

Cartesian coordinates (Å):
P1 3.310 -2.527 -0.282
O1 3.343 -1.201 -1.221
N1 0.490 1.271 -0.480
C1 -1.028 0.669 1.514
C2 -1.359 -0.485 -0.667
C3 -0.258 0.184 0.228
H1 2.610 -0.706 -1.450
H2 -1.016 -0.872 -1.594
H3 0.470 -0.727 0.483
H4 -0.059 2.074 -0.517
H5 -1.889 -0.055 1.542
H6 -0.451 0.667 2.363
H7 -2.207 0.101 -1.010
H8 -1.826 -1.418 -0.073
H9 -1.533 1.644 1.260
H10 1.404 1.380 -0.096

Summary:
Lowest unoccupied orbital energy (spin up / spin down) (eV): -0.653 / -0.616
HOMO-LUMO gap (spin up / spin down) (Ha): 0.2624 / 0.2631
Net charge: 0
2S+1: 1


x.
Below is 2 unconnected molecules or ions with the total composition C3H10NOP, with properties calculated with wB97M-V/def2-TZVPD.

Cartesian coordinates (Å):
P1 1.274 -1.892 -0.159
O1 1.548 -3.263 -0.489
N1 -0.229 -1.372 -0.693
C1 1.214 2.874 1.822
C2 -0.563 0.049 -0.603
C3 -1.337 -2.165 -1.246
H1 0.329 2.143 1.919
H2 -1.495 -1.851 -2.353
H3 0.239 0.552 -0.074
H4 2.044 2.277 1.339
H5 1.561 3.423 2.688
H6 -1.515 0.155 0.101
H7 0.864 3.664 1.108
H8 -1.101 -3.163 -1.149
H9 -0.607 0.448 -1.513
H10 -2.225 -1.878 -0.697

Summary:
Lowest unoccupied orbital energy (eV): 0.654
HOMO-LUMO gap (Ha): 0.3823
Net charge: 0
2S+1: 1
SMILES: CN(C)P=O.C


Relative energies, eV: w 2.732; x 0.000.


w.
Below is a gas-phase ion, C7H12N3O (charge +1), with properties calculated with wB97M-V/def2-TZVPD.

Cartesian coordinates (Å):
O1 1.976 1.886 0.341
N1 -1.220 -1.306 -0.029
N2 0.109 -1.214 0.001
N3 -0.763 0.837 -0.011
C1 3.066 -0.201 -0.043
C2 0.464 0.064 -0.034
C3 0.725 -2.453 -0.006
C4 1.837 0.688 0.108
C5 -0.795 2.332 -0.014
C6 -1.749 -0.123 0.009
C7 -3.182 0.220 -0.052
H1 1.742 -2.531 -0.425
H2 0.663 -2.754 1.089
H3 0.115 2.753 0.442
H4 3.914 0.430 -0.279
H5 -3.574 0.931 0.735
H6 -1.876 2.687 0.234
H7 3.071 -0.971 -0.682
H8 0.045 -3.239 -0.589
H9 -3.820 -0.706 0.263
H10 -3.252 0.565 -1.010
H11 3.095 -0.727 0.994
H12 -0.589 2.831 -1.043

Summary:
Lowest unoccupied orbital energy (eV): -4.818
HOMO-LUMO gap (Ha): 0.3594
Net charge: +1
2S+1: 1
SMILES: CC(=O)c1n(C)c(C)n[n+]1C


x.
Below is a gas-phase ion, C7H12N3O (charge +1), with properties calculated with wB97M-V/def2-TZVPD.

Cartesian coordinates (Å):
O1 2.185 0.189 -1.467
N1 1.608 -1.134 0.214
N2 -0.429 -1.620 1.762
N3 -0.302 -0.370 1.188
C1 1.472 1.189 0.482
C2 -1.805 0.138 -0.490
C3 -0.732 0.245 -1.565
C4 -1.490 0.508 0.973
C5 2.369 1.195 -0.506
C6 0.894 -0.102 0.756
C7 1.749 -0.898 -1.034
H1 -0.193 -2.314 1.003
H2 1.526 1.859 1.365
H3 -2.256 0.388 1.742
H4 -0.243 1.315 -1.386
H5 -2.076 -0.869 -0.394
H6 -0.997 0.288 -2.617
H7 2.753 2.132 -0.903
H8 -2.639 0.721 -0.834
H9 0.034 -0.544 -1.557
H10 1.326 -2.149 0.474
H11 -1.586 -1.705 1.978
H12 -1.169 1.537 0.817

Summary:
Lowest unoccupied orbital energy (spin up / spin down) (eV): -4.836 / -4.835
HOMO-LUMO gap (spin up / spin down) (Ha): 0.2856 / 0.2856
Net charge: +1
2S+1: 1


y.
Below is 2 unconnected molecules or ions with the total composition C7H12N3O, with properties calculated with wB97M-V/def2-TZVPD.

Cartesian coordinates (Å):
O1 1.464 0.438 3.496
N1 0.208 -1.205 -0.795
N2 -0.595 2.671 -0.042
N3 0.388 -1.453 0.535
C1 0.995 -0.496 1.422
C2 0.849 -0.445 2.749
C3 0.136 -2.841 0.697
C4 -0.318 -3.386 -0.480
C5 -0.786 1.141 -1.778
C6 -0.146 2.170 -1.130
C7 -0.250 -2.298 -1.454
H1 0.131 -1.111 3.371
H2 -0.377 -2.320 -2.497
H3 -0.448 1.058 -2.793
H4 1.962 1.087 2.963
H5 0.900 2.522 -1.533
H6 1.731 0.194 0.903
H7 0.090 3.253 0.506
H8 0.496 -3.408 1.534
H9 -0.310 0.133 -1.290
H10 -0.502 -4.359 -0.661
H11 -1.612 2.474 0.164
H12 -1.940 1.025 -1.586

Summary:
Lowest unoccupied orbital energy (eV): -3.599
HOMO-LUMO gap (Ha): 0.3055
Net charge: +1
2S+1: 1


Relative energies, eV: w 0.000; x 4.882; y 1.101.


w.
Below is C4H7N3OS in the gas phase, with properties calculated with wB97M-V/def2-TZVPD.

Cartesian coordinates (Å):
S1 2.338 -1.643 0.245
O1 -0.569 -1.632 1.100
N1 2.465 0.987 0.296
N2 1.784 -0.104 0.119
N3 0.504 0.174 -0.183
C1 0.354 1.515 -0.126
C2 -2.028 -0.459 -0.374
C3 -0.687 -1.074 -0.112
C4 1.605 2.007 0.154
H1 -2.321 0.184 0.452
H2 0.296 -2.093 1.153
H3 -0.319 -1.691 -0.941
H4 -2.750 -1.272 -0.446
H5 -0.584 1.994 -0.295
H6 -2.026 0.092 -1.308
H7 1.937 3.017 0.267

Summary:
Lowest unoccupied orbital energy (eV): 0.664
HOMO-LUMO gap (Ha): 0.3118
Net charge: 0
2S+1: 1
SMILES: C[C@H](O)n1ccn[n+]1[S-]


x.
Below is 2 unconnected molecules or ions with the total composition C4H7N3OS, with properties calculated with wB97M-V/def2-TZVPD.

Cartesian coordinates (Å):
S1 -2.479 -1.739 0.106
O1 -1.967 2.034 -1.230
N1 1.854 0.366 0.599
N2 3.991 0.115 0.184
N3 3.071 1.028 0.474
C1 3.477 -1.030 -0.019
C2 -1.986 0.650 -1.257
C3 -2.009 -0.061 0.060
C4 2.075 -0.852 0.225
H1 -1.851 -2.102 1.276
H2 4.137 -1.872 -0.189
H3 -2.565 0.359 -2.056
H4 -0.942 0.317 -1.309
H5 1.248 -1.489 0.328
H6 -1.561 2.273 -0.390
H7 3.215 1.890 0.779

Summary:
Lowest unoccupied orbital energy (eV): 0.091
HOMO-LUMO gap (Ha): 0.3227
Net charge: 0
2S+1: 1


Relative energies, eV: w 0.000; x 2.960.


w.
Below is 2 unconnected molecules or ions with the total composition C3H4BrNO, with properties calculated with wB97M-V/def2-TZVPD.

Cartesian coordinates (Å):
Br1 1.147 -1.486 -1.922
O1 1.138 1.021 0.830
N1 1.070 -0.399 0.867
C1 0.171 -0.798 -0.077
C2 0.073 1.407 0.098
C3 -0.618 0.371 -0.401
H1 -0.514 -2.253 0.107
H2 -0.065 2.467 -0.003
H3 -1.483 0.388 -1.030
H4 1.994 -0.808 0.918

Summary:
Lowest unoccupied orbital energy (eV): 0.167
HOMO-LUMO gap (Ha): 0.3222
Net charge: 0
2S+1: 1


x.
Below is a molecular structure, C3H4BrNO, with properties calculated with wB97M-V/def2-TZVPD.

Cartesian coordinates (Å):
Br1 2.563 -2.222 1.854
O1 -1.562 0.906 -0.814
N1 -0.321 -0.557 0.424
C1 -1.477 -0.134 0.006
C2 -0.295 1.161 -1.075
C3 0.455 0.371 -0.208
H1 -2.502 -0.563 0.301
H2 1.492 0.335 -0.016
H3 1.812 -1.318 1.214
H4 -0.165 2.022 -1.685

Summary:
Lowest unoccupied orbital energy (eV): 0.876
HOMO-LUMO gap (Ha): 0.3845
Net charge: 0
2S+1: 1


Relative energies, eV: w 3.035; x 0.000.


w.
Below is 2 unconnected molecules or ions with the total composition C3H7PS, with properties calculated with wB97M-V/def2-TZVPD.

Cartesian coordinates (Å):
S1 1.012 0.571 1.776
P1 1.603 -1.218 0.785
C1 0.647 0.179 0.074
C2 -1.678 -0.550 0.204
C3 0.776 1.063 -1.093
H1 1.263 0.436 -1.819
H2 -2.189 -0.378 -0.689
H3 -1.431 -1.569 0.539
H4 0.539 -1.901 1.215
H5 1.531 1.956 -0.705
H6 -1.876 -0.139 1.089
H7 -0.199 1.550 -1.377

Summary:
Lowest unoccupied orbital energy (spin up / spin down) (eV): 0.264 / 0.180
HOMO-LUMO gap (spin up / spin down) (Ha): 0.2970 / 0.3001
Net charge: 0
2S+1: 1


x.
Below is a molecular structure, C3H7PS, with properties calculated with wB97M-V/def2-TZVPD.

Cartesian coordinates (Å):
S1 2.934 -0.291 0.495
P1 -1.491 0.992 0.418
C1 1.852 0.921 -0.514
C2 -2.448 -0.576 0.444
C3 0.531 0.406 -0.614
H1 0.377 -0.580 -1.030
H2 1.925 -1.060 0.915
H3 -2.893 -0.791 -0.526
H4 -1.849 -1.419 0.780
H5 -3.252 -0.403 1.161
H6 1.959 1.892 -0.039
H7 2.357 0.909 -1.488

Summary:
Lowest unoccupied orbital energy (spin up / spin down) (eV): -0.810 / -0.176
HOMO-LUMO gap (spin up / spin down) (Ha): 0.2671 / 0.3030
Net charge: 0
2S+1: 1


Relative energies, eV: w 0.074; x 0.000.